ORCA calculation (ωB97M-V with the def2-TZVPD basis set) on the molecule C20H20ClN3O6S at a distorted geometry.

Geometry as ORCA input:
```
! wB97M-V def2-TZVPD RIJCOSX def2/J DEFGRID3
* xyz 0 1
O 1.019 0.456 2.798
C 1.274 -0.460 2.055
C 0.458 -1.759 2.082
N 0.169 -2.297 0.766
C 0.625 -3.547 0.464
O 1.356 -4.172 1.199
C 0.100 -4.126 -0.839
O -0.112 -3.189 -1.870
C -0.657 -2.004 -1.488
C -1.278 -1.232 -2.462
C -1.815 0.000 -2.134
C -1.728 0.445 -0.830
S -2.423 2.046 -0.391
O -2.551 2.805 -1.597
O -1.665 2.566 0.704
N -3.961 1.784 0.170
C -4.992 1.433 -0.777
C -5.215 -0.083 -0.807
O -5.467 -0.584 0.489
C -4.398 -0.312 1.369
C -4.137 1.195 1.476
C -1.097 -0.298 0.150
C -0.550 -1.535 -0.168
N 2.277 -0.497 1.142
C 3.173 0.520 0.794
C 3.043 1.827 1.252
C 3.960 2.782 0.852
C 5.006 2.462 0.003
C 5.122 1.158 -0.450
Cl 6.414 0.730 -1.515
C 4.217 0.185 -0.066
H -0.469 -1.572 2.632
H 1.031 -2.527 2.613
H 0.816 -4.858 -1.221
H -0.841 -4.651 -0.605
H -1.315 -1.614 -3.469
H -2.283 0.628 -2.873
H -4.684 1.814 -1.749
H -5.920 1.930 -0.470
H -6.096 -0.332 -1.400
H -4.332 -0.584 -1.234
H -4.695 -0.722 2.336
H -3.491 -0.828 1.016
H -3.239 1.409 2.054
H -4.997 1.677 1.954
H -1.015 0.132 1.134
H 2.444 -1.380 0.676
H 2.231 2.087 1.910
H 3.857 3.795 1.208
H 5.720 3.208 -0.305
H 4.325 -0.826 -0.430
*
```

## Properties
energy above the lowest of the compared OMol25 structures with the same formula, charge and spin = 0.00 kJ/mol
gap between HOMO and LUMO = 9.19 eV
SMILES = O=C(CN1C(=O)COc2ccc(S(=O)(=O)N3CCOCC3)cc21)Nc1cccc(Cl)c1

ORCA calculation (ωB97M-V with the def2-TZVPD basis set) on C20H20CoN8 as an isolated structure.

Geometry as ORCA input:
```
! wB97M-V def2-TZVPD RIJCOSX def2/J DEFGRID3
* xyz 2 2
Co 0.484 0.036 -0.093
C 2.628 -0.332 -2.036
N 1.763 -1.155 -1.156
C 2.450 -2.135 -0.282
C 1.702 -2.174 1.015
N 0.785 -1.268 1.308
C 0.368 -1.537 2.616
C -0.538 -0.873 3.441
C -0.726 -1.390 4.706
C -0.035 -2.530 5.147
C 0.875 -3.185 4.344
C 1.060 -2.657 3.072
N 1.900 -3.032 2.024
C 1.929 0.976 -2.234
N 0.923 1.333 -1.455
C 0.565 2.630 -1.838
C -0.406 3.495 -1.339
C -0.508 4.731 -1.941
C 0.326 5.105 -3.008
C 1.294 4.257 -3.505
C 1.392 3.014 -2.891
N 2.245 1.933 -3.114
H 2.844 -0.829 -2.983
H 3.579 -0.158 -1.530
H 1.098 -1.654 -1.741
H 3.472 -1.799 -0.098
H 2.510 -3.121 -0.747
H -1.058 0.020 3.117
H -1.414 -0.902 5.382
H -0.213 -2.895 6.149
H 1.418 -4.053 4.692
H 2.554 -3.799 2.030
H -1.046 3.219 -0.512
H -1.245 5.437 -1.583
H 0.208 6.085 -3.447
H 1.941 4.550 -4.321
H 2.980 1.887 -3.803
N -4.395 -1.820 0.975
C -3.627 -1.055 0.181
C -2.244 -0.900 0.418
N -1.498 -0.127 -0.365
C -2.093 0.491 -1.401
C -3.448 0.315 -1.620
N -4.212 -0.438 -0.847
H -4.029 -2.309 1.771
H -5.376 -1.898 0.764
H -1.762 -1.410 1.238
H -1.491 1.112 -2.043
H -3.929 0.808 -2.456
*
```

## Properties
gap between HOMO and LUMO (spin up / spin down) = 7.55 / 8.03 eV
<S²> = 0.84

ORCA calculation (ωB97M-V with the def2-TZVPD basis set) on C20H20F32GaO4S2 as an isolated structure.

Geometry as ORCA input:
```
! wB97M-V def2-TZVPD RIJCOSX def2/J DEFGRID3
* xyz -1 1
S 7.203 -2.408 -0.537
Ga 7.650 -0.176 -1.043
S 5.864 1.087 -0.263
H 5.906 -2.429 -0.837
H 8.981 0.222 -0.270
H 7.807 0.051 -2.619
H 4.897 0.641 -1.067
C 4.194 1.029 3.687
C 3.713 1.054 5.141
C 2.377 0.381 5.459
F 1.360 0.985 4.810
F 2.145 0.487 6.790
F 3.713 2.314 5.626
F 4.633 0.333 5.853
O 3.956 2.179 2.916
C 2.817 2.358 2.194
C 2.088 3.643 2.600
F 1.755 3.627 3.906
F 0.943 3.723 1.869
F 1.982 1.296 2.257
F 3.171 2.514 0.904
H 5.279 0.975 3.754
H 3.866 0.124 3.174
H 2.409 -0.677 5.190
H 2.713 4.511 2.390
C -0.828 3.474 -2.005
C -1.626 4.121 -0.869
C -2.031 3.225 0.303
F -2.832 2.216 -0.120
F -2.728 3.961 1.193
F -2.714 4.757 -1.360
F -0.806 5.063 -0.321
O -1.552 3.087 -3.159
C -2.126 1.858 -3.289
C -3.648 1.951 -3.489
F -4.236 2.584 -2.455
F -4.153 0.697 -3.563
F -1.817 1.026 -2.279
F -1.648 1.305 -4.432
H -0.169 4.264 -2.361
H -0.192 2.670 -1.635
H -1.149 2.805 0.791
H -3.866 2.488 -4.414
C -6.043 1.505 0.684
C -5.973 2.045 2.118
C -6.460 1.133 3.246
F -7.768 0.833 3.098
F -6.303 1.778 4.423
F -6.584 3.245 2.198
F -4.644 2.225 2.372
O -7.145 1.908 -0.106
C -8.320 1.224 -0.129
C -9.497 2.095 0.332
F -9.295 2.552 1.582
F -10.623 1.340 0.328
F -8.267 0.068 0.560
F -8.586 0.910 -1.424
H -5.184 1.949 0.184
H -5.904 0.424 0.661
H -5.875 0.209 3.268
H -9.620 2.938 -0.350
C 4.987 -6.462 -3.522
C 5.342 -5.822 -2.173
C 4.742 -6.466 -0.919
F 3.390 -6.424 -0.956
F 5.162 -5.793 0.167
F 5.073 -4.508 -2.203
F 6.688 -5.998 -2.038
O 3.961 -5.854 -4.283
C 2.651 -6.187 -4.151
C 1.795 -4.992 -3.706
F 2.221 -4.512 -2.527
F 0.513 -5.415 -3.563
F 2.458 -7.254 -3.352
F 2.192 -6.527 -5.387
H 5.880 -6.319 -4.128
H 4.831 -7.537 -3.424
H 5.065 -7.508 -0.839
H 1.837 -4.206 -4.461
*
```

## Properties
gap between HOMO and LUMO = 6.61 eV